# 1
The following is a quantum chemistry calculation of a structure of composition C21H33MnNO9S, from OMol25.

Structure (XYZ):
```
66
C21H33MnNO9S, DFT ωB97M-V with the def2-TZVPD basis set
Mn -0.613 0.298 1.296
C -2.030 -1.400 3.042
C -2.166 -0.074 3.791
O -1.320 0.926 3.194
C -0.292 1.416 4.056
C 0.852 1.892 3.193
O 1.165 0.809 2.320
C 2.522 0.537 1.971
C 2.797 -0.922 2.265
O 1.925 -1.725 1.495
C 1.240 -2.773 2.161
C -0.259 -2.665 1.970
O -0.691 -1.427 2.537
H -2.732 -1.461 2.212
H -2.183 -2.233 3.735
H -1.870 -0.193 4.834
H -3.196 0.278 3.753
H 0.058 0.607 4.702
H -0.676 2.232 4.673
H 1.710 2.139 3.824
H 0.569 2.770 2.609
H 3.193 1.169 2.557
H 2.663 0.756 0.910
H 2.649 -1.108 3.334
H 3.841 -1.150 2.018
H 1.463 -2.749 3.232
H 1.576 -3.737 1.766
H -0.738 -3.498 2.493
H -0.539 -2.688 0.916
O -0.263 5.609 -3.217
C -1.045 4.646 -3.227
O -1.823 4.211 -4.093
C -0.984 3.761 -1.955
C 0.133 3.805 -1.130
C 0.257 2.882 -0.111
N -0.679 1.962 0.147
C -1.793 1.954 -0.610
C -1.972 2.826 -1.665
C -2.802 0.867 -0.274
O -3.830 0.772 -0.909
O -2.447 0.113 0.724
H 0.897 4.544 -1.334
H 1.148 2.848 0.508
H -2.853 2.752 -2.286
C -1.078 0.772 -4.579
C -0.643 -0.120 -3.418
C 0.590 0.462 -2.745
S 1.189 -0.360 -1.260
O -0.016 -0.711 -0.395
C 1.734 -1.948 -1.941
C 0.690 -3.055 -1.902
C 1.238 -4.327 -2.541
H -1.990 0.384 -5.032
H -0.307 0.807 -5.352
H -1.270 1.800 -4.264
H -0.429 -1.126 -3.788
H -1.446 -0.207 -2.683
H 0.411 1.492 -2.433
H 1.461 0.482 -3.409
H 2.603 -2.234 -1.347
H 2.073 -1.741 -2.958
H -0.224 -2.739 -2.403
H 0.420 -3.242 -0.864
H 1.482 -4.168 -3.592
H 0.506 -5.133 -2.488
H 2.145 -4.663 -2.035
```

lowest unoccupied orbital energy (alpha / beta)	-0.3 / -0.3	eV
⟨S²⟩	0.823
2S+1	2
frontier orbital gap (alpha / beta)	0.2620 / 0.2618	Ha

---

# 2
The following is a quantum chemistry calculation of the ion C4H12N2O with charge +1 in a non-equilibrium geometry, from OMol25.

Structure (XYZ):
```
19
C4H12N2O, DFT ωB97M-V with the def2-TZVPD basis set
C -1.049 0.269 -0.970
N -1.694 -0.841 -0.196
C -1.581 -1.241 1.169
O -0.739 -0.565 2.012
C 0.500 0.288 -1.197
N 1.335 0.005 -0.065
C 2.233 1.099 0.349
H -1.446 0.090 -1.966
H -1.398 1.171 -0.453
H -2.647 -0.844 -0.534
H -1.286 -2.316 1.151
H -2.590 -1.217 1.595
H 0.001 -0.234 1.430
H 0.666 1.319 -1.524
H 0.724 -0.304 -2.085
H 1.713 -0.920 -0.007
H 1.631 1.910 0.780
H 2.977 0.780 1.064
H 2.650 1.551 -0.553
```

lowest unoccupied orbital energy (alpha / beta)	-3.2 / -7.8	eV
⟨S²⟩	0.755
2S+1	2
frontier orbital gap (alpha / beta)	0.3738 / 0.2055	Ha
total charge	+1

---

# 3
The following is a quantum chemistry calculation of a structure of composition C19H22N4O3RuS in a non-equilibrium geometry, from OMol25.

Structure (XYZ):
```
50
C19H22N4O3RuS, DFT ωB97M-V with the def2-TZVPD basis set
Ru -0.099 0.030 -0.108
C -4.180 -3.581 1.142
C -4.147 -2.353 2.047
N -2.809 -2.081 2.566
C -1.844 -1.460 1.892
S -2.253 -0.599 0.400
N -0.617 -1.513 2.356
N 0.289 -0.809 1.660
C 1.542 -0.907 1.995
C 1.984 -1.701 3.177
C 2.454 -0.158 1.151
C 3.832 -0.130 1.334
C 4.620 0.642 0.502
C 4.022 1.386 -0.505
C 2.654 1.304 -0.653
N 1.892 0.550 0.143
H -5.169 -3.682 0.697
H -3.966 -4.490 1.706
H -3.446 -3.483 0.342
H -4.807 -2.493 2.900
H -4.478 -1.478 1.490
H -2.489 -2.648 3.338
H 1.166 -2.320 3.525
H 2.284 -1.034 3.989
H 2.837 -2.334 2.928
H 4.264 -0.723 2.127
H 5.694 0.663 0.627
H 4.607 2.011 -1.164
H 2.140 1.863 -1.425
C 2.925 -5.427 -3.096
O 2.566 -4.509 -4.121
C 1.889 -3.407 -3.789
C 1.572 -2.540 -4.861
C 0.868 -1.409 -4.618
C 0.449 -1.040 -3.311
C -0.282 0.160 -3.109
C -0.925 0.873 -4.264
O -0.422 0.689 -1.981
C 0.762 -1.917 -2.227
O 0.367 -1.775 -0.986
C 1.490 -3.091 -2.508
H 3.448 -6.235 -3.596
H 2.041 -5.822 -2.592
H 3.585 -4.960 -2.363
H 1.903 -2.807 -5.855
H 0.647 -0.746 -5.443
H -1.482 0.176 -4.887
H -0.166 1.359 -4.880
H -1.596 1.636 -3.878
H 1.692 -3.733 -1.662
```

lowest unoccupied orbital energy (alpha / beta)	-4.2 / -4.5	eV
⟨S²⟩	0.761
2S+1	2
frontier orbital gap (alpha / beta)	0.2520 / 0.2358	Ha
total charge	+1

---

# 4
The following is a quantum chemistry calculation of the molecule C5H5ClO2 in a non-equilibrium geometry, from OMol25.

Structure (XYZ):
```
13
C5H5ClO2, DFT ωB97M-V with the def2-TZVPD basis set
C -1.054 1.839 0.174
C -0.486 0.455 -0.235
C 1.327 -0.942 -0.180
C 0.309 -1.727 -0.080
C -0.901 -0.838 0.010
H -2.080 1.666 0.374
H -0.810 2.486 0.953
H -1.044 2.607 -0.741
H 3.226 -0.462 -0.081
H 0.392 -2.774 -0.342
O 0.994 0.451 -0.208
O 2.645 -1.283 0.317
Cl -2.519 -1.479 0.042
```

lowest unoccupied orbital energy	0.5	eV
structure (SMILES)	Cc1oc(O)cc1Cl
frontier orbital gap	0.3417	Ha